Molecular formula: C23H62O9
Method: DFT, ωB97M-V/def2-TZVPD

- E_tot: -43282.173 eV
- ΔE to the lowest compared entry with this formula, charge and spin: 154.7 kJ/mol
- SMILES: CC(C)O.CC(C)O.CC(C)O.CC(C)O.CC(C)O.CC(C)O.CC(C)O.OCCO
- HOMO-LUMO gap: 10.13 eV
- Molar mass: 482.7 u
- HOMO energy: -9.649 eV

Last column: Löwdin charge in e.
Element x y z (Å)
H (15.2578, 17.0850, 8.5031)  0.081
C (8.2219, 9.6632, 10.2508)  -0.039
H (11.9515, 11.3916, 7.9295)  0.076
H (10.7158, 16.0806, 9.1169)  0.121
C (7.1908, 11.2285, 14.3563)  -0.042
H (8.1873, 15.3989, 8.6343)  0.094
H (11.3880, 12.1127, 10.8960)  0.067
H (9.9736, 12.9663, 10.8420)  0.053
C (16.1765, 15.1749, 9.1108)  -0.490
C (7.7111, 11.5354, 8.7554)  -0.070
H (11.6189, 16.1618, 11.8091)  0.048
H (14.2974, 13.9827, 9.0865)  0.082
H (14.8400, 14.6559, 7.5392)  0.095
H (7.3136, 10.2493, 13.9842)  0.057
H (10.2124, 13.7550, 8.5897)  0.068
H (9.4444, 9.5383, 7.4886)  0.011
H (13.7728, 19.0451, 14.9854)  0.096
H (12.0486, 14.3526, 10.5718)  0.115
H (10.6315, 14.1261, 6.8275)  0.091
H (13.3953, 14.1280, 13.9410)  0.037
H (5.5686, 11.8918, 12.2803)  0.067
H (13.7733, 17.3193, 14.5270)  0.044
H (13.5221, 8.2238, 6.8474)  0.085
H (7.4379, 11.9219, 9.7550)  0.073
C (12.2703, 18.4931, 13.6000)  -0.454
O (17.3274, 15.2027, 8.2194)  -0.064
C (6.8492, 13.5869, 13.5644)  -0.064
H (8.2207, 10.2944, 11.1619)  0.065
H (11.6011, 17.6896, 13.3451)  0.094
H (9.6281, 10.8749, 8.9995)  0.114
H (6.2242, 11.2358, 14.7887)  0.061
O (11.4715, 19.6872, 13.9166)  -0.067
H (11.4424, 9.0568, 8.8716)  0.130
H (10.1148, 15.4157, 11.6617)  0.082
H (13.3450, 10.7907, 8.8475)  0.084
H (7.9561, 11.4544, 15.1456)  0.102
C (15.1949, 14.2642, 14.6050)  -0.235
H (8.1902, 12.3100, 8.1359)  0.076
H (8.5529, 15.8984, 7.0086)  0.067
H (10.7445, 17.5243, 7.1610)  0.073
C (13.0625, 18.8961, 12.3426)  -0.050
C (10.7737, 14.3653, 7.8698)  -0.067
H (7.6087, 14.0998, 14.1996)  0.093
O (8.5963, 9.4544, 7.8876)  -0.047
H (10.5597, 12.3867, 12.4055)  0.082
H (11.8425, 14.1481, 8.0216)  0.071
O (12.9486, 13.6820, 12.3042)  -0.072
H (8.2459, 12.2360, 12.6832)  0.108
C (7.2579, 12.1899, 13.1564)  -0.483
H (12.4134, 18.9101, 11.4816)  0.071
C (12.7132, 10.5697, 7.9801)  -0.072
C (15.5337, 16.5370, 9.3931)  -0.065
H (13.6651, 14.2830, 12.0967)  0.043
H (16.4643, 14.7382, 10.1255)  0.136
H (15.6034, 16.2663, 14.0812)  0.094
C (13.1473, 8.1679, 7.8687)  -0.066
H (13.2890, 10.6565, 7.0574)  0.087
C (15.8896, 15.2962, 13.7382)  -0.201
O (13.7996, 14.5368, 14.7379)  -0.093
H (5.9228, 13.5783, 14.1468)  0.079
C (11.0774, 15.3203, 12.1498)  -0.046
H (11.0604, 19.5649, 14.7656)  0.065
H (15.6847, 13.2377, 8.3386)  0.082
O (11.2380, 9.2448, 6.7729)  -0.072
H (6.8434, 11.1143, 8.2681)  0.090
C (8.8779, 16.0243, 8.0107)  -0.054
C (12.0682, 9.2069, 7.9933)  -0.459
O (6.4587, 11.6999, 12.0743)  -0.056
O (15.3929, 15.1255, 12.3970)  -0.096
H (17.9237, 15.9492, 8.4624)  0.100
H (12.7470, 7.1781, 8.1612)  0.089
H (13.9208, 18.2674, 12.1396)  0.054
C (10.8375, 12.8476, 11.4593)  -0.035
H (7.2522, 9.2412, 10.0336)  0.084
H (10.9430, 15.2673, 13.2485)  0.107
O (11.1185, 16.6422, 7.2017)  -0.061
H (13.5623, 19.8790, 12.5263)  0.098
H (8.7168, 17.0785, 8.3240)  0.087
H (14.5835, 16.3558, 9.8986)  0.071
H (8.8452, 8.7989, 10.4112)  0.065
C (15.2208, 14.2155, 8.4779)  -0.072
H (15.2803, 13.2432, 14.2180)  0.126
C (10.3692, 15.7671, 8.1157)  -0.487
H (6.6783, 14.1976, 12.6805)  0.076
H (16.9749, 15.1627, 13.8008)  0.122
C (11.7279, 14.1024, 11.5924)  -0.418
H (15.5978, 14.3282, 15.6379)  0.128
C (13.1441, 18.1551, 14.7864)  -0.046
H (11.2170, 8.3941, 6.3450)  0.086
H (16.2228, 17.2038, 9.9013)  0.077
H (14.0588, 8.3556, 8.4924)  0.098
C (8.6338, 10.4259, 8.9774)  -0.492
H (15.5097, 15.9505, 11.8989)  0.064
H (12.5344, 17.9685, 15.6813)  0.089